1.
ORCA calculation (ωB97M-V/def2-TZVPD) on a 2-piece molecular cluster, C8H26BN3O4P2 overall at a distorted geometry.

Each line ends with the Mulliken charge.
Positions of all 44 atoms, in Å:
C (0.64246, -0.53333, 3.06730)  -0.8323
N (0.72368, 0.50124, 2.06091)  0.1422
C (1.98239, 1.24388, 2.12329)  -1.0523
P (-0.57921, 1.33544, 1.28874)  0.8946
O (0.02405, 1.35503, -0.10151)  -0.8147
N (-1.89822, 0.27987, 0.84538)  0.1084
C (-1.89708, -1.12431, 1.21855)  -1.1373
C (-2.25852, 0.36034, -0.57393)  -1.0397
N (-1.36467, 1.78311, 2.74242)  0.0545
C (-0.65420, 2.70799, 3.62098)  -1.0729
C (-2.53328, 1.18795, 3.35680)  -0.8808
H (0.30010, -0.17780, 4.05199)  0.2312
H (1.62350, -0.98539, 3.21698)  0.4087
H (0.00970, -1.36362, 2.76631)  0.1761
H (1.93398, 2.09902, 2.81000)  0.2863
H (2.24994, 1.62440, 1.13548)  0.2404
H (2.80632, 0.60879, 2.44811)  0.4093
H (-1.04335, -1.66927, 0.79325)  0.2855
H (-2.81152, -1.60473, 0.86195)  0.3976
H (-1.91930, -1.27245, 2.29796)  0.3249
H (-1.54930, -0.18695, -1.20650)  0.2084
H (-2.30699, 1.38667, -0.92751)  0.3523
H (-3.24485, -0.08412, -0.73163)  0.3669
H (0.03001, 2.18217, 4.29770)  0.3049
H (-1.34198, 3.27767, 4.24696)  0.3605
H (-0.07638, 3.43180, 3.04517)  0.3262
H (-2.27413, 0.28087, 3.91146)  0.2703
H (-3.31340, 0.96801, 2.63343)  0.2856
H (-2.98884, 1.87925, 4.07120)  0.3771
C (1.33747, 0.63264, -4.14439)  -0.9893
C (0.26123, -0.49676, -4.03237)  -0.4401
B (0.90476, -1.54787, -3.04448)  0.3407
P (1.87282, -2.98193, -3.88731)  0.7027
O (0.88071, -4.03061, -4.13187)  -0.6484
O (2.54657, -2.46323, -5.26731)  -0.5336
O (3.06913, -3.42865, -2.89186)  -0.4735
H (2.15404, 0.24668, -4.75201)  0.3032
H (0.92073, 1.55969, -4.52449)  0.3462
H (1.71848, 0.80832, -3.13503)  0.2797
H (0.05857, -0.95774, -5.00273)  0.3538
H (-0.66880, -0.13717, -3.59183)  0.2881
H (0.80942, -1.43094, -1.87003)  -0.1461
H (1.95353, -1.84547, -5.71791)  0.3238
H (3.91044, -3.41849, -3.37763)  0.3110

orbital gap: 8.3 eV
largest force on an atom: 0.1349 hartree/bohr
E_tot: -40631.8364 eV
HOMO energy: -0.30294 hartree
total charge: 0

***

2.
ORCA calculation (ωB97M-V/def2-TZVPD) on C8H26BO11PdY as an isolated structure at a distorted geometry.

Each line ends with the Löwdin spin population.
Positions of all 48 atoms, in Å:
Y (3.43071, 0.08468, -0.46741)  -0.0012
Pd (-1.36040, 0.26169, 0.99958)  0.8568
B (0.86972, 0.62775, -0.51620)  -0.0029
H (1.36805, 0.82010, 0.51088)  0.0000
H (0.47844, -0.47754, -0.48306)  -0.0006
H (-0.02750, 1.35948, -0.67769)  -0.0010
H (1.63887, 0.66923, -1.37389)  -0.0002
O (3.44507, -1.07963, -2.47640)  0.0000
C (2.86967, -1.49019, -3.69951)  0.0000
C (1.95949, -2.75415, -3.71044)  0.0000
O (0.90411, -2.83043, -2.90922)  0.0000
H (3.71243, -1.65099, -4.40206)  0.0000
H (2.26112, -0.63617, -4.04067)  0.0000
H (2.64140, -3.62907, -3.50278)  0.0000
H (1.62099, -2.80459, -4.78521)  0.0000
O (-2.26352, 2.31642, 0.14820)  0.1021
C (-3.65064, 2.34099, 0.34011)  0.0014
C (-4.46493, 3.60062, -0.22924)  0.0049
O (-3.86647, 4.34954, -1.19613)  0.0010
H (-3.86874, 2.30841, 1.43654)  -0.0013
H (-4.02883, 1.38540, -0.06656)  0.0001
H (-4.67265, 4.25113, 0.67421)  0.0002
H (-5.50289, 3.27175, -0.50383)  0.0004
O (4.41274, 0.70397, 1.64547)  0.0000
C (4.33896, -0.35593, 2.55754)  0.0000
C (3.26383, -1.43938, 2.33331)  0.0005
O (2.64683, -1.48382, 1.07696)  0.0003
H (4.30308, -0.00834, 3.60977)  0.0000
H (5.30326, -0.91846, 2.62926)  0.0000
H (2.45402, -1.14268, 3.03017)  0.0004
H (3.62682, -2.43545, 2.63607)  0.0000
O (-2.41956, -1.46232, -0.16071)  0.5525
C (-3.62739, -1.57268, 0.48965)  0.0852
C (-4.96772, -1.98237, -0.30724)  0.0788
O (-4.78972, -2.67997, -1.43372)  0.2205
H (-3.77339, -0.64378, 1.06496)  -0.0040
H (-3.50503, -2.33370, 1.28172)  0.0411
H (-5.45748, -1.02306, -0.56085)  0.0203
H (-5.59770, -2.53085, 0.43573)  0.0000
O (0.02658, -1.16732, 2.14672)  0.0161
H (0.22731, -1.50480, 3.02131)  0.0030
H (0.79024, -1.43164, 1.57534)  0.0002
O (-0.30068, 1.91451, 2.16129)  0.0214
H (0.65698, 1.98430, 2.06251)  0.0020
H (-0.60790, 2.76987, 2.47584)  0.0028
O (3.23050, 2.44004, -0.88826)  -0.0005
H (3.89998, 3.12398, -0.98839)  0.0000
H (2.37197, 2.88546, -0.96368)  -0.0001

orbital gap (spin up / spin down): 2.1 / 2.1 eV
largest force on an atom: 0.0764 hartree/bohr
expectation value of S²: 2.02
multiplicity: 3
E_tot: -36421.1848 eV
HOMO energy (spin up / spin down): 0.18340 / 0.18407 hartree
total charge: -4

***

3.
ORCA calculation (ωB97M-V/def2-TZVPD) on C8H27BO8SSr as an isolated structure at a distorted geometry.

Each line ends with the Mulliken charge.
Positions of all 46 atoms, in Å:
Sr (-0.24364, 0.59088, -0.23567)  0.8197
B (-0.79228, 2.10954, -2.28952)  1.3684
H (-1.34802, 1.13043, -2.43595)  -0.5323
H (0.31951, 1.84852, -2.26196)  -0.4609
H (-0.96571, 2.80033, -3.20918)  -0.2938
H (-1.03760, 2.64515, -1.31431)  -0.3452
S (-3.95334, 0.92554, -0.42604)  1.0649
O (-4.61357, -0.19028, -1.15015)  -0.8419
O (-3.79041, 2.11201, -1.28644)  -0.7602
O (-4.70283, 1.29506, 0.78494)  -0.7915
O (-2.61611, 0.48143, 0.08184)  -0.7790
C (-0.29525, -2.20002, 2.96179)  -1.2106
C (0.06110, -0.72603, 2.85744)  0.0975
O (-0.92151, 0.07940, 2.34832)  -0.7641
H (-0.60859, -2.56861, 1.97458)  0.1954
H (-1.19462, -2.31575, 3.57302)  0.3654
H (0.47146, -2.85279, 3.39661)  0.3422
H (1.06783, -0.53274, 2.39860)  -0.0955
H (0.30144, -0.43803, 3.91498)  0.2724
C (-1.16330, -1.40529, -3.71868)  -1.0478
C (-1.42852, -2.19557, -2.45953)  -0.3064
O (-1.57026, -1.32240, -1.33799)  0.1683
H (-0.23001, -0.84091, -3.66755)  0.1741
H (-1.97240, -0.69275, -3.87791)  0.2844
H (-1.07293, -2.04482, -4.60711)  0.3975
H (-0.56846, -2.83006, -2.20423)  0.1573
H (-2.36784, -2.74813, -2.55707)  0.3215
H (-2.52012, -1.16856, -1.14373)  -0.0229
C (1.57427, 3.26994, 2.99256)  -1.0342
C (1.31164, 3.38229, 1.48894)  -0.2935
O (1.39572, 2.08723, 0.89654)  -0.1594
H (0.73949, 2.83268, 3.53922)  0.2441
H (1.70617, 4.25986, 3.45579)  0.3943
H (2.51691, 2.78242, 3.25690)  0.3022
H (2.05736, 4.08363, 1.09743)  0.2714
H (0.31665, 3.78113, 1.30449)  0.2595
H (2.34734, 1.93116, 0.87869)  0.1388
C (3.39884, -2.02205, 0.23601)  -1.0322
C (2.07502, -2.25483, -0.49741)  -0.0406
O (1.71298, -0.99909, -1.13892)  -0.2397
H (3.72799, -2.95624, 0.70193)  0.3629
H (3.16213, -1.36584, 1.07301)  0.1567
H (4.09652, -1.58507, -0.47388)  0.3495
H (1.22347, -2.36005, 0.17909)  0.0823
H (2.05631, -3.03451, -1.26242)  0.3143
H (2.33720, -0.77822, -1.83709)  0.1468

orbital gap: 3.9 eV
largest force on an atom: 0.0577 hartree/bohr
E_tot: -37460.6484 eV
HOMO energy: -0.00025 hartree
total charge: -2

***

- Look up the E_tot of the first one.
  -40631.8364 eV

***

- total charge of number 3 (C8H27BO8SSr)?
  -2

***

- Which formula does entry 3 have?
  C8H27BO8SSr

***

What did the second record say?
ORCA calculation (ωB97M-V/def2-TZVPD) on C8H26BO11PdY as an isolated structure at a distorted geometry.

Each line ends with the Löwdin spin population.
Positions of all 48 atoms, in Å:
Y (3.43071, 0.08468, -0.46741)  -0.0012
Pd (-1.36040, 0.26169, 0.99958)  0.8568
B (0.86972, 0.62775, -0.51620)  -0.0029
H (1.36805, 0.82010, 0.51088)  0.0000
H (0.47844, -0.47754, -0.48306)  -0.0006
H (-0.02750, 1.35948, -0.67769)  -0.0010
H (1.63887, 0.66923, -1.37389)  -0.0002
O (3.44507, -1.07963, -2.47640)  0.0000
C (2.86967, -1.49019, -3.69951)  0.0000
C (1.95949, -2.75415, -3.71044)  0.0000
O (0.90411, -2.83043, -2.90922)  0.0000
H (3.71243, -1.65099, -4.40206)  0.0000
H (2.26112, -0.63617, -4.04067)  0.0000
H (2.64140, -3.62907, -3.50278)  0.0000
H (1.62099, -2.80459, -4.78521)  0.0000
O (-2.26352, 2.31642, 0.14820)  0.1021
C (-3.65064, 2.34099, 0.34011)  0.0014
C (-4.46493, 3.60062, -0.22924)  0.0049
O (-3.86647, 4.34954, -1.19613)  0.0010
H (-3.86874, 2.30841, 1.43654)  -0.0013
H (-4.02883, 1.38540, -0.06656)  0.0001
H (-4.67265, 4.25113, 0.67421)  0.0002
H (-5.50289, 3.27175, -0.50383)  0.0004
O (4.41274, 0.70397, 1.64547)  0.0000
C (4.33896, -0.35593, 2.55754)  0.0000
C (3.26383, -1.43938, 2.33331)  0.0005
O (2.64683, -1.48382, 1.07696)  0.0003
H (4.30308, -0.00834, 3.60977)  0.0000
H (5.30326, -0.91846, 2.62926)  0.0000
H (2.45402, -1.14268, 3.03017)  0.0004
H (3.62682, -2.43545, 2.63607)  0.0000
O (-2.41956, -1.46232, -0.16071)  0.5525
C (-3.62739, -1.57268, 0.48965)  0.0852
C (-4.96772, -1.98237, -0.30724)  0.0788
O (-4.78972, -2.67997, -1.43372)  0.2205
H (-3.77339, -0.64378, 1.06496)  -0.0040
H (-3.50503, -2.33370, 1.28172)  0.0411
H (-5.45748, -1.02306, -0.56085)  0.0203
H (-5.59770, -2.53085, 0.43573)  0.0000
O (0.02658, -1.16732, 2.14672)  0.0161
H (0.22731, -1.50480, 3.02131)  0.0030
H (0.79024, -1.43164, 1.57534)  0.0002
O (-0.30068, 1.91451, 2.16129)  0.0214
H (0.65698, 1.98430, 2.06251)  0.0020
H (-0.60790, 2.76987, 2.47584)  0.0028
O (3.23050, 2.44004, -0.88826)  -0.0005
H (3.89998, 3.12398, -0.98839)  0.0000
H (2.37197, 2.88546, -0.96368)  -0.0001

orbital gap (spin up / spin down): 2.1 / 2.1 eV
largest force on an atom: 0.0764 hartree/bohr
expectation value of S²: 2.02
multiplicity: 3
E_tot: -36421.1848 eV
HOMO energy (spin up / spin down): 0.18340 / 0.18407 hartree
total charge: -4